1.
85
Properties=species:S:1:pos:R:3 method="wB97M-V/def2-TZVPD" homo_ev=-17.1599 total_charge=+3
W 0.0845 -0.0586 -0.4461
O -1.0534 -2.5944 2.5037
C -0.6951 -1.5600 2.0524
O -0.3532 -1.3744 0.7603
C -0.5183 -0.2650 2.8645
P -0.3056 1.1462 1.6904
C -2.0549 1.6244 1.4518
C -2.8135 0.8829 0.5318
C -4.1824 1.0740 0.4588
C -4.7896 2.0160 1.2857
C -4.0377 2.7739 2.1689
C -2.6679 2.5810 2.2583
C 0.6275 2.4491 2.5332
C 0.9600 3.5660 1.7613
C 1.6982 4.5943 2.3120
C 2.1196 4.5122 3.6317
C 1.7819 3.4103 4.4019
C 1.0375 2.3724 3.8649
H 0.3532 -0.4117 3.5160
H -1.3878 -0.1055 3.5152
H -2.3325 0.1041 -0.1195
H -4.7976 0.4878 -0.2074
H -5.8583 2.1503 1.2407
H -4.5176 3.4955 2.8125
H -2.0799 3.1521 2.9625
H 0.6183 3.6162 0.7346
H 1.9481 5.4583 1.7193
H 2.7064 5.3064 4.0633
H 2.0974 3.3530 5.4304
H 0.7674 1.5362 4.4919
C -1.6336 3.2011 -1.7609
C -0.8227 2.1327 -2.4206
O -0.3011 1.2153 -1.6475
C -0.5905 2.0734 -3.8307
C -0.6601 3.2235 -4.6442
C -0.2648 3.1657 -5.9614
C 0.1900 1.9694 -6.5097
C 0.1755 0.8014 -5.7497
C -0.2121 0.8464 -4.4299
H -1.3765 3.2907 -0.7014
H -2.6958 2.9527 -1.8458
H -1.4926 4.1617 -2.2526
H -0.9818 4.1624 -4.2242
H -0.2968 4.0610 -6.5632
H 0.5466 1.9440 -7.5273
H 0.4632 -0.1352 -6.2006
H -0.2894 -0.0673 -3.8382
C 4.8469 1.2482 -1.8666
C 3.3232 1.2204 -1.8385
C 2.7876 2.4496 -1.0933
C 2.7994 1.2153 -3.2740
P 2.5119 -0.2689 -0.9767
C 2.2661 -1.5983 -2.2068
C 0.9831 -2.1687 -2.2474
C 0.6956 -3.2066 -3.1166
C 1.6853 -3.6587 -3.9850
C 2.9463 -3.0840 -3.9739
C 3.2435 -2.0613 -3.0857
C 3.5363 -1.0025 0.4357
C 3.8889 0.1222 1.4079
C 2.6240 -2.0077 1.1425
C 4.7863 -1.7090 -0.0791
H 5.1539 2.1434 -2.4076
H 5.2677 0.3997 -2.3984
H 5.2916 1.3078 -0.8787
H 3.0593 3.3450 -1.6498
H 3.2140 2.5340 -0.0946
H 1.6904 2.4111 -1.0084
H 3.0007 2.1772 -3.7400
H 1.7217 1.0452 -3.2943
H 3.2840 0.4517 -3.8780
H 0.1609 -1.7940 -1.5369
H -0.2770 -3.6753 -3.1341
H 1.4567 -4.4580 -4.6741
H 3.7051 -3.4461 -4.6503
H 4.2278 -1.6179 -3.0788
H 3.0013 0.6943 1.6964
H 4.6301 0.7984 0.9937
H 4.3209 -0.3143 2.3058
H 1.8363 -1.4894 1.6985
H 3.2141 -2.5671 1.8669
H 2.1838 -2.7375 0.4560
H 5.4127 -1.0630 -0.6857
H 4.5396 -2.6016 -0.6492
H 5.3819 -2.0220 0.7773


2.
108
Properties=species:S:1:pos:R:3 method="wB97M-V/def2-TZVPD" relative_energy_kj_mol=0.0 homo_ev=-11.3382 total_charge=+1
C 2.7818 4.6136 4.0690
C 3.1359 4.9950 2.6372
Br 2.9606 6.9495 2.4868
C 2.1531 4.4636 1.5677
N 2.5247 3.1476 0.8580
C 4.0297 3.1247 0.5667
F 4.2842 2.2176 -0.3405
F 4.6734 2.8193 1.6800
F 4.4193 4.3238 0.1667
C 2.2910 2.0172 1.8435
C 0.8589 1.5221 1.8731
C 0.7993 0.5963 3.1164
O -0.4830 0.6498 3.6830
C -0.5534 1.3665 4.8867
O -0.4732 2.7442 4.6556
C -1.6563 3.3072 4.0963
C -1.3397 4.7330 3.6513
O -1.3174 4.8854 2.2333
N 0.6268 0.7611 0.6134
P -0.9874 0.0283 0.3272
C -0.9420 -1.4100 1.4493
O -1.9653 1.0592 1.1556
C 1.1579 1.3872 -0.5750
F 0.2252 1.4984 -1.5718
N 2.2362 0.5534 -1.1563
C 2.0855 0.2377 -2.5544
O 2.7111 0.7472 -3.4128
F 1.1666 -0.6744 -2.7853
C 2.5380 -0.5978 -0.3441
O 3.4693 -0.6670 0.3732
F 1.6992 -1.6034 -0.5130
C 1.6226 2.8983 -0.4186
Cl 0.0805 3.7563 -0.1381
C 2.2605 3.4397 -1.7183
C 1.4312 4.2187 -2.7443
C 0.4135 3.4721 -3.6144
S -1.3396 3.8716 -3.2821
H 3.1605 3.6198 4.3146
H 3.2787 5.2986 4.7503
H 1.7090 4.6657 4.2376
H 4.1842 4.8311 2.4421
H 2.0577 5.2080 0.7884
H 1.1968 4.3002 2.0504
H 2.5857 2.3706 2.8211
H 2.8973 1.1624 1.5528
H 0.1261 2.3102 2.0388
H 1.5501 0.9271 3.8389
H 1.0464 -0.4218 2.8278
H -1.4904 1.0838 5.3684
H 0.2789 1.1236 5.5490
H -2.4637 3.2741 4.8317
H -1.9700 2.7231 3.2254
H -2.0618 5.4275 4.0821
H -0.3369 4.9716 3.9953
H -2.1428 4.5398 1.8772
H -1.5047 -1.2111 2.3584
H -1.3866 -2.2318 0.8924
H 0.0652 -1.7002 1.7315
H -2.5988 1.4019 0.5117
H 2.7004 2.5833 -2.2265
H 3.0997 4.0845 -1.4964
H 2.2046 4.5775 -3.4285
H 1.0123 5.1386 -2.3409
H 0.5349 2.3936 -3.5426
H 0.5735 3.7209 -4.6602
H -1.1607 4.9942 -2.5813
C -0.7269 -1.1969 -5.6657
C -1.8625 -1.7006 -6.2858
C -2.9116 -0.8565 -6.6200
C -2.8075 0.4845 -6.2982
C -1.7016 1.0005 -5.6491
C -0.6506 0.1521 -5.3465
N -3.9219 1.3923 -6.6305
O -4.8960 0.9097 -7.1668
O -3.7890 2.5646 -6.3424
H 0.0919 -1.8572 -5.4105
H -1.9300 -2.7570 -6.5085
H -3.8023 -1.2357 -7.0983
H -1.6528 2.0451 -5.3794
H 0.2300 0.5399 -4.8483
C -1.1083 -3.5551 -1.5252
C -1.5905 -4.7178 -0.9425
C -2.6673 -5.3817 -1.5105
C -3.2366 -4.8593 -2.6586
C -2.7764 -3.6968 -3.2478
C -1.7028 -3.0416 -2.6682
N -4.3729 -5.5676 -3.2788
O -4.7747 -6.5721 -2.7294
O -4.8321 -5.1012 -4.3015
H -0.2671 -3.0408 -1.0768
H -1.1281 -5.1007 -0.0546
H -3.0610 -6.2856 -1.0708
H -3.2486 -3.2988 -4.1334
H -1.3307 -2.1273 -3.1117
C 0.4128 -8.8840 4.1370
C -0.7809 -8.5699 3.5002
C -1.0016 -7.2851 3.0320
C -0.0095 -6.3379 3.2129
C 1.1852 -6.6257 3.8480
C 1.3915 -7.9138 4.3129
N -0.2305 -4.9781 2.7026
O -1.2927 -4.7405 2.1571
O 0.6602 -4.1602 2.8392
H 0.5814 -9.8897 4.4975
H -1.5416 -9.3261 3.3663
H -1.9251 -7.0249 2.5375
H 1.9363 -5.8610 3.9747
H 2.3184 -8.1611 4.8112


3.
89
Properties=species:S:1:pos:R:3 method="wB97M-V/def2-TZVPD" s_squared=8.82 multiplicity=6 relative_energy_kj_mol=21.3 homo_ev="-8.8964 / -10.3900" total_charge=+1
Os 0.8208 0.0110 -0.9142
C -3.0695 -1.1947 1.9418
C -2.1212 -1.9744 1.0159
C -2.8219 -3.2791 0.6123
P -0.5512 -2.4178 1.9159
C 0.7402 -2.7493 0.6312
C 2.0960 -2.8862 1.3212
C 0.4528 -3.9846 -0.2181
C -0.0300 -0.8029 2.6787
C 0.1366 -0.9673 4.0465
C 0.1293 0.0753 4.9849
C 0.3472 -0.1886 6.4471
C -0.2032 1.3468 4.5115
C -0.3096 1.5750 3.1650
C -0.0663 0.5550 2.1960
N 0.0797 0.9260 0.8868
C 0.3573 2.2926 0.5766
C 1.2241 3.1017 1.3313
C 1.4725 4.4020 0.9539
C 0.8754 4.9632 -0.1827
C 1.1569 6.3882 -0.5800
C 0.0673 4.1438 -0.9593
C -0.1774 2.8210 -0.6147
P -0.9919 1.5987 -1.6683
C -0.7754 2.0725 -3.4332
C 0.7113 2.3323 -3.7319
C -1.6603 3.1904 -3.9931
C -2.7748 1.6193 -1.1900
C -3.3190 3.0289 -0.9382
C -3.6331 0.8446 -2.1988
H -4.0615 -1.1231 1.4815
H -2.7298 -0.1827 2.1610
H -3.1902 -1.7199 2.8959
H -1.8763 -1.3689 0.1421
H -3.0132 -3.8887 1.5012
H -2.2482 -3.8873 -0.0841
H -3.7921 -3.0597 0.1517
H 0.7504 -1.8779 -0.0450
H 2.1107 -3.8086 1.9162
H 2.3134 -2.0502 1.9841
H 2.8950 -2.9504 0.5768
H 0.2629 -4.8494 0.4264
H 1.3247 -4.2142 -0.8397
H -0.4007 -3.8572 -0.8819
H 0.2006 -1.9871 4.4180
H 0.9564 -1.0801 6.5991
H -0.6067 -0.3479 6.9603
H 0.8391 0.6571 6.9278
H -0.3834 2.1609 5.2102
H -0.5835 2.5634 2.8222
H 1.7327 2.6846 2.1908
H 2.1605 5.0018 1.5450
H 1.1586 7.0453 0.2894
H 0.4226 6.7594 -1.2941
H 2.1435 6.4627 -1.0441
H -0.3764 4.5519 -1.8588
H -1.0535 1.1426 -3.9339
H 1.0049 3.3359 -3.4129
H 0.8836 2.2585 -4.8081
H 1.3840 1.6219 -3.2526
H -1.4755 4.1514 -3.5088
H -2.7240 2.9665 -3.9158
H -1.4277 3.3134 -5.0541
H -2.7698 1.0748 -0.2408
H -3.2538 3.6530 -1.8339
H -2.7932 3.5339 -0.1279
H -4.3756 2.9577 -0.6605
H -3.8578 1.4564 -3.0757
H -4.5859 0.5727 -1.7390
H -3.1553 -0.0716 -2.5484
Cl 0.3788 -4.1763 -6.8010
C 0.8561 -3.1324 -5.5010
C 2.1260 -2.6438 -5.4587
C 2.5430 -1.7986 -4.4106
I 4.4817 -1.0493 -4.3727
C 1.6901 -1.4426 -3.3917
O 2.0493 -0.6657 -2.3699
C 0.3679 -1.9423 -3.4506
N -0.4465 -1.5413 -2.4416
C -1.6936 -1.9480 -2.4434
C -2.2222 -2.7964 -3.4295
C -1.4140 -3.2186 -4.4468
C -0.0711 -2.7876 -4.4928
H 2.8226 -2.9111 -6.2445
H -2.3191 -1.5972 -1.6340
H -3.2592 -3.1055 -3.3723
H -1.7902 -3.8755 -5.2220
S 3.6039 0.3756 1.0588
C 2.6692 0.5585 -0.1655